(i)
Density functional theory data (ωB97M-V/def2-TZVPD) for a structure of composition C4H6N.

Properties
* charge: +1
* E_LUMO (spin up / spin down): -6.664 / -6.665 eV
* Kohn-Sham gap (spin up / spin down): 0.3270 / 0.3271 Eh
* multiplicity: 1

XYZ file:
```
11
C4H6N | the Open Molecules 2025 dataset | ωB97M-V/def2-TZVPD
C -0.437 1.398 0.296
C -1.145 0.231 -0.292
C 0.411 0.460 0.555
C -1.205 -0.978 0.564
N -0.005 -0.695 -0.231
H -0.648 2.447 0.677
H 3.041 0.226 -0.968
H 2.572 0.522 -1.527
H -1.047 -0.763 1.640
H -1.874 -1.797 0.406
H 0.338 -1.051 -1.120
```

Results of the natural (NBO) charge analysis, in e, for atoms 1 through 4:
1. C -0.24
2. C 0.22
3. C 0.28
4. C -0.23

=====

(ii)
Density functional theory data (ωB97M-V/def2-TZVPD) for a structure of composition C4H6N.

Properties
* charge: +1
* E_LUMO: -6.574 eV
* Kohn-Sham gap: 0.3286 Eh
* multiplicity: 1

XYZ file:
```
11
C4H6N | the Open Molecules 2025 dataset | ωB97M-V/def2-TZVPD
C -1.556 0.195 0.288
C -1.189 -0.945 -0.222
C 0.822 -1.011 -0.074
C 0.930 0.434 0.194
N -0.418 0.824 -0.277
H -2.563 0.626 0.464
H 0.838 -1.571 0.871
H 0.979 -1.441 -1.020
H 0.995 0.557 1.273
H 1.651 0.925 -0.316
H -0.489 1.406 -1.182
```

Results of the natural (NBO) charge analysis, in e, for atoms 1 through 4:
1. C -0.17
2. C 0.27
3. C -0.16
4. C -0.28

=====

The energy of each structure relative to the most stable one, in kJ/mol, is as follows: (i) 240.1; (ii) 0.0.

=====

(i)
Density functional theory data (ωB97M-V/def2-TZVPD) for a structure of composition C3H3O3Rb.

Properties
* E_LUMO: -1.061 eV
* Kohn-Sham gap: 0.2614 Eh
* multiplicity: 1

XYZ file:
```
10
C3H3O3Rb | the Open Molecules 2025 dataset | ωB97M-V/def2-TZVPD
H -2.278 0.045 3.016
O -1.642 -0.796 0.962
C -1.073 0.158 1.491
O -1.526 0.581 2.739
O -0.106 0.854 1.091
Rb 0.487 2.824 3.147
H 1.175 -0.083 -1.775
C 1.666 -1.247 -3.566
C 1.577 -0.340 -2.767
H 1.719 -1.996 -4.337
```

Results of the natural (NBO) charge analysis, in e, for atoms 1 through 4:
1. H 0.49
2. O -0.73
3. C 0.95
4. O -0.82

=====

(ii)
Density functional theory data (ωB97M-V/def2-TZVPD) for a structure of composition C3H3O3Rb.

Properties
* E_LUMO: -1.709 eV
* Kohn-Sham gap: 0.2091 Eh
* multiplicity: 1

XYZ file:
```
10
C3H3O3Rb | the Open Molecules 2025 dataset | ωB97M-V/def2-TZVPD
H 1.776 2.094 1.321
O 1.434 -0.322 1.142
C 0.601 0.534 0.973
O 0.810 1.840 1.224
O -0.585 0.459 0.392
Rb -2.063 2.851 1.890
H -0.548 -2.867 -1.418
C -0.531 -1.827 -1.904
C -0.291 -2.257 -3.050
H -0.604 -0.504 -0.569
```

Results of the natural (NBO) charge analysis, in e, for atoms 1 through 4:
1. H 0.51
2. O -0.62
3. C 0.96
4. O -0.78

=====

The energy of each structure relative to the most stable one, in kJ/mol, is as follows: (i) 0.0; (ii) 357.9.

=====

(i)
Density functional theory data (ωB97M-V/def2-TZVPD) for the ion C3H10N5 with charge +1.

Properties
* charge: +1
* E_LUMO: -3.205 eV
* Kohn-Sham gap: 0.3633 Eh
* multiplicity: 1
* SMILES: C[C@]1(N)N=C(N)N[NH2+]1

XYZ file:
```
18
C3H10N5 | the Open Molecules 2025 dataset | ωB97M-V/def2-TZVPD
C 1.459 0.582 1.159
C 0.759 0.394 -0.165
N 1.416 0.673 -1.313
N -0.767 1.078 -0.268
C -1.698 0.190 -0.043
N -2.992 0.570 -0.020
N -1.272 -1.101 0.198
N 0.062 -1.267 -0.318
H 0.752 0.270 2.121
H 1.752 1.705 1.315
H 2.381 -0.075 1.002
H 2.410 0.745 -1.510
H 0.723 0.784 -2.051
H -3.037 1.636 -0.012
H -3.808 -0.059 -0.322
H -1.779 -1.979 0.373
H -0.115 -1.709 -1.310
H 0.564 -1.958 0.194
```

Results of the natural (NBO) charge analysis, in e, for atoms 1 through 4:
1. C -0.71
2. C 0.52
3. N -0.82
4. N -0.56

=====

(ii)
Density functional theory data (ωB97M-V/def2-TZVPD) for a cluster of 2 separate species, C3H10N5 in total.

Properties
* charge: +1
* E_LUMO (spin up / spin down): -4.534 / -4.534 eV
* Kohn-Sham gap (spin up / spin down): 0.3393 / 0.3393 Eh
* multiplicity: 1

XYZ file:
```
18
C3H10N5 | the Open Molecules 2025 dataset | ωB97M-V/def2-TZVPD
C -0.932 1.474 0.204
C -2.223 2.056 0.228
C -1.698 -2.091 -0.349
N 0.254 1.246 0.248
N 0.901 -0.045 0.123
N 0.236 -1.037 0.058
N -1.007 -0.906 -0.030
N 3.601 0.175 -0.126
H -2.162 3.083 0.468
H -2.929 1.403 0.769
H -2.796 1.883 -0.717
H -2.664 -1.958 -0.507
H -1.232 -2.523 -1.256
H -1.616 -2.958 0.467
H 4.176 -0.723 -0.084
H 1.907 0.084 0.073
H 3.770 0.588 -1.014
H 4.101 0.684 0.652
```

Results of the natural (NBO) charge analysis, in e, for atoms 1 through 4:
1. C 0.63
2. C -0.78
3. C -0.44
4. N -0.24

=====

(iii)
Density functional theory data (ωB97M-V/def2-TZVPD) for the ion C3H10N5 with charge +1.

Properties
* charge: +1
* E_LUMO: -4.528 eV
* Kohn-Sham gap: 0.3233 Eh
* multiplicity: 1

XYZ file:
```
18
C3H10N5 | the Open Molecules 2025 dataset | ωB97M-V/def2-TZVPD
C -0.467 1.122 -0.335
C 2.266 -0.530 0.101
C -0.922 0.847 1.029
N -0.969 0.485 -1.466
N -0.789 -0.840 -1.590
N 0.257 -1.247 -1.070
N 0.867 -0.508 -0.145
N -2.009 -0.096 1.077
H -0.035 2.101 -0.471
H 3.078 -0.415 -0.624
H 2.308 0.317 0.744
H 2.712 -1.427 0.575
H -1.242 1.881 1.505
H -0.183 0.498 1.658
H 0.561 -2.103 -1.472
H -1.246 1.165 -2.249
H -2.416 -0.228 1.993
H -1.772 -1.021 0.739
```

Results of the natural (NBO) charge analysis, in e, for atoms 1 through 4:
1. C 0.25
2. C -0.49
3. C -0.30
4. N -0.39

=====

The energy of each structure relative to the most stable one, in kJ/mol, is as follows: (i) 0.0; (ii) 237.3; (iii) 330.6.

=====

(i)
Density functional theory data (ωB97M-V/def2-TZVPD) for the ion C7H11N4 with charge +1.

Properties
* charge: +1
* E_LUMO (spin up / spin down): -4.699 / -4.699 eV
* Kohn-Sham gap (spin up / spin down): 0.3103 / 0.3103 Eh
* multiplicity: 1

XYZ file:
```
22
C7H11N4 | the Open Molecules 2025 dataset | ωB97M-V/def2-TZVPD
C 2.045 -1.515 0.166
C 2.874 0.728 0.068
C 0.801 -1.288 0.458
C -0.792 0.804 0.365
C 1.609 1.580 -0.070
C -1.627 2.041 0.220
C -1.108 -2.499 -0.359
N 3.018 -0.511 0.157
N -1.413 -0.316 0.528
N 0.513 0.894 0.447
N -0.569 -1.513 0.616
H 2.481 -2.496 -0.009
H 3.791 1.303 0.079
H 1.786 2.497 0.507
H 1.510 1.843 -1.135
H -2.490 1.832 -0.407
H -1.034 2.845 -0.210
H -1.985 2.348 1.201
H -0.658 -3.476 -0.199
H -2.187 -2.552 -0.223
H -0.895 -2.152 -1.369
H -0.749 -1.874 1.568
```

Results of the natural (NBO) charge analysis, in e, for atoms 1 through 4:
1. C -0.06
2. C 0.23
3. C 0.33
4. C 0.45

=====

(ii)
Density functional theory data (ωB97M-V/def2-TZVPD) for the ion C7H11N4 with charge +1.

Properties
* charge: +1
* E_LUMO: -3.331 eV
* Kohn-Sham gap: 0.3379 Eh
* multiplicity: 1
* SMILES: C=NC(/N=C/C=C=N)=[N+](C)C

XYZ file:
```
22
C7H11N4 | the Open Molecules 2025 dataset | ωB97M-V/def2-TZVPD
C 1.238 2.885 0.673
N 1.081 1.914 -0.084
C 0.619 0.546 0.077
N -0.678 0.395 0.390
C -1.760 0.186 -0.150
C -2.828 -0.251 0.723
C -3.903 -0.801 0.124
N -4.795 -0.892 -0.673
N 1.420 -0.433 -0.243
C 2.853 -0.129 -0.408
C 1.064 -1.860 -0.230
H 1.876 3.677 0.311
H 0.934 2.930 1.725
H -2.014 0.297 -1.157
H -2.693 -0.115 1.777
H -5.186 -1.711 -1.151
H 3.238 -0.680 -1.256
H 3.098 0.970 -0.370
H 3.519 -0.470 0.537
H 1.519 -2.262 -1.160
H 1.378 -2.331 0.763
H 0.020 -1.865 -0.217
```

Results of the natural (NBO) charge analysis, in e, for atoms 1 through 4:
1. C 0.06
2. N -0.43
3. C 0.67
4. N -0.47

=====

The energy of each structure relative to the most stable one, in kJ/mol, is as follows: (i) 218.9; (ii) 0.0.

=====

(i)
Density functional theory data (ωB97M-V/def2-TZVPD) for a cluster of 2 separate species, C7H11N4 in total.

Properties
* charge: +1
* E_LUMO: -5.202 eV
* Kohn-Sham gap: 0.2888 Eh
* multiplicity: 1

XYZ file:
```
22
C7H11N4 | the Open Molecules 2025 dataset | ωB97M-V/def2-TZVPD
C -0.536 -3.414 -1.318
C 0.503 -2.770 -1.933
C -1.402 -2.664 -0.526
C 0.636 -1.380 -1.776
C -1.429 -1.321 -0.552
C -0.297 -0.627 -1.032
C 0.961 2.002 1.213
N 1.966 2.630 1.891
N -1.123 1.465 -0.746
N -0.205 0.736 -1.189
N -0.290 2.285 1.195
H -0.709 -4.485 -1.482
H 1.006 -3.398 -2.624
H -2.228 -3.119 0.126
H 1.414 -0.858 -2.221
H -2.441 -0.887 -0.323
H 1.224 1.063 0.709
H 2.962 2.423 1.491
H 1.756 3.443 2.327
H -1.091 2.428 -1.050
H -1.890 1.039 -0.368
H -0.617 3.041 1.845
```

Results of the natural (NBO) charge analysis, in e, for atoms 1 through 4:
1. C -0.12
2. C -0.22
3. C -0.20
4. C -0.09

=====

(ii)
Density functional theory data (ωB97M-V/def2-TZVPD) for the ion C7H11N4 with charge +1.

Properties
* charge: +1
* E_LUMO: -5.244 eV
* Kohn-Sham gap: 0.2109 Eh
* multiplicity: 1

XYZ file:
```
22
C7H11N4 | the Open Molecules 2025 dataset | ωB97M-V/def2-TZVPD
C 3.254 -0.466 -1.164
C -1.097 0.023 -2.242
C -1.055 -0.220 0.945
C -0.330 -2.449 0.650
C 0.564 1.783 0.441
C -0.102 0.532 -0.126
C 1.402 0.503 0.127
N -0.358 0.643 -1.449
N 2.265 0.060 -0.739
N -0.389 -1.391 1.392
N 0.481 2.908 -0.280
H 3.642 -0.480 -2.071
H -0.992 0.335 -3.293
H -1.858 -0.698 -2.000
H -1.282 0.436 1.698
H -1.899 -0.534 0.397
H -1.071 -2.543 -0.239
H 0.136 -3.373 0.860
H 0.588 1.853 1.481
H 0.287 -1.241 2.069
H 0.962 3.764 -0.114
H 0.229 2.652 -1.370
```

Results of the natural (NBO) charge analysis, in e, for atoms 1 through 4:
1. C 0.11
2. C -0.04
3. C -0.26
4. C 0.12

=====

The energy of each structure relative to the most stable one, in kJ/mol, is as follows: (i) 0.0; (ii) 447.7.

=====

(i)
Density functional theory data (ωB97M-V/def2-TZVPD) for a structure of composition C2H3I.

Properties
* E_LUMO: 0.680 eV
* Kohn-Sham gap: 0.3593 Eh
* multiplicity: 1

XYZ file:
```
6
C2H3I | the Open Molecules 2025 dataset | ωB97M-V/def2-TZVPD
C -0.383 -0.608 -0.244
C -0.047 0.567 0.264
I 1.960 0.981 0.185
H -1.390 -1.052 -0.282
H 0.390 -1.332 -0.288
H -0.531 1.444 0.364
```

Results of the natural (NBO) charge analysis, in e, for atoms 1 through 4:
1. C -0.39
2. C -0.33
3. I 0.10
4. H 0.21

=====

(ii)
Density functional theory data (ωB97M-V/def2-TZVPD) for an isolated molecule of C2H3I.

Properties
* E_LUMO: 0.449 eV
* Kohn-Sham gap: 0.3533 Eh
* multiplicity: 1
* SMILES: C=CI

XYZ file:
```
6
C2H3I | the Open Molecules 2025 dataset | ωB97M-V/def2-TZVPD
C 0.678 0.372 -0.001
C -0.307 -0.562 -0.097
I -2.364 0.092 -0.019
H 1.650 0.181 0.183
H 0.633 1.471 -0.161
H -0.290 -1.555 0.095
```

Results of the natural (NBO) charge analysis, in e, for atoms 1 through 4:
1. C -0.38
2. C -0.29
3. I 0.07
4. H 0.20

=====

The energy of each structure relative to the most stable one, in kJ/mol, is as follows: (i) 0.0; (ii) 8.4.